Here is a 9-piece molecular cluster, C18H27N9 overall at a distorted geometry from the OMol25 dataset. Energies are from the ωB97M-V functional and the def2-TZVPD basis.

Results
Gap between HOMO and LUMO (spin up / spin down): 11.4 / 1.7 eV
Maximum force: 5.3 eV Å⁻¹
ΔE to the lowest compared entry with this formula, charge and spin: 3.4 kcal/mol
Net charge: +1
Spin multiplicity: 2
E_tot: -1194.346928 hartree

Each line ends with the Löwdin charge.
Geometry (Å):
1 C 8.20 -6.10 9.41  -0.08
2 C 8.98 -7.26 9.74  -0.29
3 N 9.66 -8.15 9.97  0.15
4 H 7.33 -6.35 8.80  0.05
5 H 8.83 -5.43 8.82  0.06
6 H 7.84 -5.61 10.31  0.07
7 C 1.56 1.36 6.74  -0.04
8 C 2.19 0.25 7.43  -0.26
9 N 2.73 -0.61 7.98  0.14
10 H 1.15 1.04 5.78  0.07
11 H 2.28 2.15 6.52  0.07
12 H 0.82 1.82 7.39  0.10
13 C 1.20 -3.75 9.44  0.00
14 C -0.21 -3.34 9.42  -0.09
15 N -1.31 -3.05 9.43  0.31
16 H 1.38 -4.17 10.43  0.09
17 H 1.89 -2.98 9.10  0.07
18 H 1.25 -4.63 8.81  0.11
19 C 5.85 0.59 6.86  -0.07
20 C 5.34 1.97 6.93  -0.27
21 N 4.97 3.06 7.00  0.14
22 H 5.01 -0.03 6.55  0.04
23 H 6.09 0.23 7.86  0.08
24 H 6.71 0.42 6.21  0.08
25 C 2.00 -1.95 4.72  -0.08
26 C 0.63 -1.54 4.88  -0.30
27 N -0.48 -1.20 5.00  0.15
28 H 2.57 -2.02 5.64  0.04
29 H 2.43 -1.19 4.08  0.10
30 H 2.01 -2.96 4.30  0.09
31 C 5.14 -8.64 7.34  -0.07
32 C 5.70 -9.97 7.40  -0.21
33 N 6.16 -10.99 7.52  0.23
34 H 5.42 -8.00 6.50  0.09
35 H 5.44 -8.16 8.27  0.07
36 H 4.06 -8.80 7.31  0.09
37 C 4.88 -4.99 11.38  -0.05
38 C 3.71 -5.77 11.11  -0.26
39 N 2.78 -6.45 10.89  0.18
40 H 5.04 -4.96 12.46  0.10
41 H 4.85 -3.98 10.96  0.09
42 H 5.70 -5.55 10.95  0.07
43 C 11.15 -2.31 7.49  -0.05
44 C 9.77 -2.68 7.65  -0.28
45 N 8.70 -3.00 7.78  0.14
46 H 11.57 -2.41 8.49  0.09
47 H 11.31 -1.30 7.09  0.10
48 H 11.63 -3.12 6.95  0.10
49 C 5.04 -3.21 7.64  -0.07
50 C 4.87 -4.61 7.77  -0.27
51 N 4.74 -5.74 7.93  0.18
52 H 4.64 -2.78 8.55  0.07
53 H 4.56 -2.77 6.76  0.07
54 H 6.12 -3.06 7.69  0.06